# 1
The following is a quantum chemistry calculation of a molecular structure, C20H39As3N3O4Pt, from the OMol25 dataset.

Element x y z (Å)
Pt1 0.10178 0.34005 -1.17215
C1 -1.65610 -3.44218 -0.55337
As1 -1.34792 -1.52646 -0.94961
C2 -2.09378 -1.65582 -2.77507
C3 -2.98391 -0.81966 -0.04607
C4 -2.81776 0.28140 1.03670
C5 -1.53449 0.15624 1.86745
C6 -2.83355 1.68370 0.39092
As2 -1.49014 2.02182 -1.04355
C7 -1.38501 3.95821 -0.73719
C8 -2.75372 2.10908 -2.54086
C9 -4.04821 0.22484 1.96999
As3 -4.41207 -1.15563 3.33918
C10 -3.55534 -2.79414 2.68002
C11 -3.06621 -0.72092 4.70432
H1 -2.71230 -3.65771 -0.72889
H2 -1.38805 -3.69730 0.47115
H3 -1.04222 -4.03328 -1.23375
H4 -3.13586 -1.99120 -2.75780
H5 -1.49881 -2.38221 -3.33018
H6 -2.00898 -0.69174 -3.26624
H7 -3.54383 -1.65093 0.38569
H8 -3.59290 -0.44332 -0.87284
H9 -0.64561 0.40145 1.28193
H10 -1.38933 -0.85739 2.24711
H11 -1.59518 0.83427 2.72473
H12 -2.65645 2.42923 1.17328
H13 -3.81691 1.90050 -0.04142
H14 -2.38303 4.36476 -0.55853
H15 -0.94222 4.43851 -1.60951
H16 -0.74578 4.15019 0.12386
H17 -3.51776 2.86715 -2.35518
H18 -3.22960 1.13957 -2.67545
H19 -2.20724 2.35823 -3.45039
H20 -4.95031 0.22494 1.34915
H21 -4.09590 1.14999 2.55746
H22 -4.18758 -3.28381 1.94029
H23 -3.45202 -3.46045 3.53772
H24 -2.57354 -2.61668 2.24819
H25 -3.07542 0.35228 4.89501
H26 -2.06187 -1.01986 4.41141
H27 -3.34203 -1.23558 5.62486
O1 5.88511 1.97411 -1.35346
C12 5.64104 2.14002 -0.07988
O2 6.48482 2.57452 0.68250
C13 4.28900 1.79946 0.47213
C14 3.94743 2.27908 1.71406
N1 2.71464 1.82459 1.98164
N2 2.20402 1.07256 0.99534
C15 3.14079 1.03975 0.06058
C16 2.87523 1.22068 -2.32478
O3 3.98258 1.41121 -2.89646
O4 1.77882 1.68523 -2.62189
H28 5.07557 1.69678 -1.93341
H29 4.51071 2.90212 2.38730
H30 2.15156 2.00051 2.79291
C17 5.03807 -1.02644 -1.33016
C18 3.50919 -1.02044 -1.26040
C19 2.94069 -1.64189 -2.53443
C20 3.06678 -1.84178 -0.05047
N3 2.88294 0.32844 -1.13266
H31 5.38324 -2.06241 -1.38834
H32 5.48094 -0.58028 -0.43815
H33 5.39945 -0.48942 -2.20345
H34 3.28059 -2.67614 -2.62492
H35 3.27489 -1.08928 -3.41430
H36 1.84895 -1.62409 -2.50161
H37 3.37333 -2.88148 -0.18932
H38 1.98220 -1.79506 0.06042
H39 3.52459 -1.47050 0.86889

Cartesian forces (eV/Å) of the 2 atoms listed first:
-0.213 -0.404 0.141
0.060 -0.052 0.037

The charge is -1. The frontier orbital gap comes out at 5.661 eV.

=====

# 2
The following is a quantum chemistry calculation of 6 unconnected molecules or ions with the total composition C20H39BCl10FNO5 in a non-equilibrium geometry, from the OMol25 dataset.

Element x y z (Å)
C1 -3.19365 -1.05031 0.35848
C2 -4.43236 -0.30843 0.82202
O1 -4.49399 0.98309 0.25316
C3 -4.68197 2.04968 1.15350
C4 -3.88319 3.24669 0.69599
O2 -2.50158 3.05167 0.92262
C5 -1.78850 2.81221 -0.27858
C6 -0.32920 2.53491 0.03043
C7 -0.20560 1.25842 0.85675
O3 -0.35152 1.13359 2.06141
N1 0.07512 0.23954 -0.03638
C8 0.95254 0.82314 -1.05715
C9 1.39904 -0.06065 -2.21587
B1 0.21976 -0.44529 -3.21262
O4 -0.65727 -1.46461 -3.02751
O5 0.07814 0.30499 -4.37712
C10 0.41885 2.21786 -1.31139
F1 -0.40116 2.34938 -2.42621
H1 -2.30417 -0.66102 0.84364
H2 -3.30574 -2.09283 0.65566
H3 -3.09099 -1.01917 -0.72194
H4 -5.31244 -0.89118 0.53875
H5 -4.41874 -0.27904 1.91171
H6 -5.73123 2.35544 1.18580
H7 -4.36513 1.81620 2.17046
H8 -4.23115 4.13082 1.22691
H9 -4.08396 3.38204 -0.36893
H10 -1.84484 3.71028 -0.89407
H11 -2.20098 1.95088 -0.79982
H12 0.19658 3.33958 0.53391
H13 0.49228 -0.58555 0.39957
H14 1.87900 1.03869 -0.51235
H15 1.83246 -0.96996 -1.79058
H16 2.18780 0.43898 -2.76226
H17 -0.35477 -2.12272 -2.39877
H18 -0.71255 0.84816 -4.32748
H19 1.19823 2.96027 -1.42957
Cl1 5.51094 1.02092 0.77317
C11 5.96104 1.10698 -0.94834
C12 5.46852 2.36491 -1.61717
Cl2 3.68826 2.36847 -1.69992
H20 5.54563 0.22551 -1.43166
H21 7.04691 1.05558 -1.00617
H22 5.84995 2.40335 -2.63608
H23 5.78031 3.26421 -1.09314
Cl3 1.39368 -2.39756 1.17544
C13 2.81899 -2.76133 2.19073
C14 4.10475 -2.28056 1.56902
Cl4 4.55157 -3.19811 0.10647
H24 2.82459 -3.83223 2.37435
H25 2.66913 -2.24402 3.13685
H26 4.91789 -2.40238 2.28256
H27 4.04013 -1.23005 1.29378
Cl5 1.41930 -4.60270 -1.39858
C15 1.88688 -5.98240 -2.42595
C16 1.11557 -6.01253 -3.72023
Cl6 -0.60531 -6.39179 -3.46171
H28 1.73348 -6.89032 -1.84916
H29 2.95040 -5.87529 -2.63314
H30 1.52039 -6.78841 -4.36765
H31 1.17288 -5.05855 -4.23860
Cl7 7.33254 1.67860 4.01819
C17 5.82260 1.35904 4.90882
C18 5.59465 -0.11351 5.12734
Cl8 5.22725 -0.97339 3.60715
H32 5.00324 1.81004 4.35477
H33 5.90998 1.85837 5.87199
H34 4.73986 -0.25841 5.78536
H35 6.46404 -0.58694 5.57519
Cl9 -8.41754 2.75358 1.35472
C19 -8.28596 1.48800 0.10319
C20 -9.43801 1.52428 -0.86565
Cl10 -10.97540 1.03889 -0.10420
H36 -8.22060 0.52791 0.60807
H37 -7.35196 1.66252 -0.43012
H38 -9.25082 0.82526 -1.67868
H39 -9.57285 2.51835 -1.28323

Cartesian forces (eV/Å) of the 2 atoms listed first:
-0.249 -0.126 0.238
0.183 -0.551 -0.077

As for the SMILES: CCOCCOC[C@H]1C(=O)N[C@@H](CB(O)O)[C@H]1F.ClCCCl.ClCCCl.ClCCCl.ClCCCl.ClCCCl. The frontier orbital gap comes out at 9.457 eV.

=====

# 3
The following is a quantum chemistry calculation of a molecular structure, C20H39N2O2OsP3S in a non-equilibrium geometry, from the OMol25 dataset.

Element x y z (Å)
P1 -0.27894 2.53156 1.83726
C1 1.32218 3.14064 2.51584
H1 1.12554 3.81450 3.36191
H2 1.91320 3.64907 1.74268
H3 1.89820 2.27213 2.87196
C2 -1.06546 4.03227 1.14889
H4 -2.14843 3.87612 1.13759
H5 -0.71370 4.19437 0.12791
H6 -0.81231 4.88299 1.78433
C3 -1.18157 2.46119 3.43950
H7 -1.24261 3.47169 3.85845
H8 -0.65362 1.80273 4.13889
H9 -2.19376 2.06538 3.31037
P2 -1.07174 -3.08716 1.24142
C4 0.68246 -3.43955 1.63202
H10 0.79149 -4.45966 2.03432
H11 1.05814 -2.70994 2.36871
H12 1.28775 -3.34043 0.71014
C5 -2.04932 -3.39876 2.74098
H13 -3.11543 -3.39179 2.46908
H14 -1.84064 -2.63459 3.50542
H15 -1.75376 -4.39506 3.09873
C6 -1.59916 -4.47513 0.18507
H16 -1.84893 -5.30694 0.85968
H17 -0.77891 -4.75473 -0.49041
H18 -2.48541 -4.19627 -0.40135
P3 0.18136 0.33539 -3.17853
C7 1.85898 0.05162 -3.88597
H19 1.80587 0.06304 -4.98314
H20 2.22145 -0.93637 -3.56172
H21 2.55445 0.81446 -3.51580
C8 -0.76662 -0.65200 -4.41218
H22 -0.29748 -0.56375 -5.39997
H23 -1.79622 -0.28007 -4.46561
H24 -0.79794 -1.70512 -4.11591
C9 -0.28792 1.99945 -3.80518
H25 -0.56322 1.90420 -4.86228
H26 0.53538 2.70585 -3.65707
H27 -1.15707 2.33844 -3.22655
Os1 -1.53466 -0.49014 0.08999
C10 -0.34394 -0.31057 1.58595
O1 0.36471 -0.36950 2.52841
C11 -0.31953 -1.57549 -0.96282
O2 0.39102 -2.27508 -1.58723
C12 -3.20507 -1.08898 -1.14936
C13 -2.84568 0.20741 -1.55008
C14 -2.88070 1.25740 -0.62879
C15 -3.10704 0.98328 0.72153
C16 -3.45908 -0.31120 1.12777
C17 -3.51216 -1.35296 0.19192
H28 -3.18282 -1.91035 -1.86429
H29 -2.54526 0.38832 -2.57313
H30 -2.64587 2.27642 -0.94672
H31 -3.03509 1.75936 1.47432
H32 -3.63581 -0.53954 2.17694
H33 -3.73811 -2.36796 0.50906
S1 1.77738 1.94505 -0.62878
C18 3.21448 1.17646 -0.11623
N1 4.15910 1.66987 0.71869
C19 5.28203 0.76860 0.93287
C20 4.96395 -0.39006 -0.00544
N2 3.64691 -0.05407 -0.50224
H34 4.07974 2.59511 1.13969
H35 5.30665 0.47164 1.98614
H36 6.23760 1.24534 0.68458
H37 4.94033 -1.35223 0.50781
H38 5.71562 -0.44562 -0.79869
H39 3.17495 -0.59025 -1.22138

Cartesian forces (eV/Å) of the 2 atoms listed first:
0.453 2.833 1.983
0.525 -0.695 -0.585

The charge is +4. The frontier orbital gap (alpha / beta) comes out at 6.739 / 5.098 eV. Its spin multiplicity is 5.

=====

# 4
The following is a quantum chemistry calculation of a molecular structure, C20H3Cl7F8IrO6S in a non-equilibrium geometry, from the OMol25 dataset.

Element x y z (Å)
Ir1 -0.82786 -0.12164 0.22078
Cl1 -1.96426 3.29485 0.55125
C1 -3.14554 2.08047 0.25463
C2 -2.79217 0.74283 0.07253
C3 -3.84670 -0.16524 -0.08861
Cl2 -3.48237 -1.83769 -0.24697
C4 -5.18066 0.22752 -0.10976
Cl3 -6.42737 -0.93691 -0.29417
C5 -5.49563 1.57582 0.01016
Cl4 -7.13321 2.08812 -0.07462
C6 -4.47776 2.50168 0.19775
Cl5 -4.86979 4.16653 0.34134
Cl6 5.85560 3.20637 0.14826
C7 4.50005 2.12409 0.07892
C8 4.72452 0.74297 0.18094
C9 3.66935 -0.12728 0.11766
Cl7 3.94385 -1.82728 0.21713
C10 2.31380 0.31399 -0.02973
O1 1.36304 -0.51771 -0.03628
C11 2.14543 1.72901 -0.18658
C12 0.85903 2.25715 -0.49775
O2 -0.14319 1.63405 -0.87301
C13 3.23544 2.60844 -0.10352
H1 5.72957 0.36525 0.30485
H2 0.77121 3.35280 -0.42610
H3 3.06147 3.67196 -0.21828
F1 -1.13543 -0.33602 5.35305
C14 -0.26457 0.01947 4.40541
F2 0.43745 -1.05669 4.04231
F3 0.57566 0.92030 4.92514
S1 -1.14908 0.71560 2.93283
O3 -1.77683 -0.47924 2.35470
O4 -2.03557 1.70456 3.45590
O5 -0.06215 1.20163 2.07844
F4 2.82516 -3.84017 -4.35775
C15 1.98079 -3.41185 -3.40407
C16 1.76496 -4.16709 -2.26597
F5 2.40734 -5.33478 -2.12399
C17 0.89670 -3.73375 -1.28417
F6 0.72818 -4.49237 -0.19152
C18 0.17765 -2.52771 -1.39130
O6 -0.65267 -2.14991 -0.46666
C19 0.40304 -1.81053 -2.58794
F7 -0.27630 -0.66562 -2.76909
C20 1.29045 -2.22149 -3.55640
F8 1.47937 -1.48451 -4.65972

Cartesian forces (eV/Å) of the 2 atoms listed first:
0.922 1.612 -0.141
0.083 0.306 0.161

The charge is -1. The frontier orbital gap (alpha / beta) comes out at 6.597 / 6.571 eV.

=====

Number 4 is which compound?
C20H3Cl7F8IrO6S